(a)
DFT (ωB97M-V/def2-TZVPD) results for C24H32N2O4 in the gas phase.

Last column: Löwdin charge in e.
CARTESIAN COORDINATES (ANGSTROEM)
C  -1.822  -3.421  2.527  -0.08
C  -0.974  -2.288  2.196  -0.21
C  -0.749  -2.319  0.830  0.04
C  0.220  -1.278  0.200  0.13
C  0.851  -0.097  1.000  -0.14
C  0.628  -0.305  2.240  -0.20
C  -0.138  -1.272  2.810  0.02
C  -0.458  -0.832  4.271  -0.04
C  0.415  0.209  4.325  -0.06
O  1.053  0.520  3.238  0.11
H  0.697  0.608  5.087  0.05
C  -1.232  -1.419  5.360  -0.51
C  -0.743  -2.748  5.774  -0.11
H  -1.351  -3.408  6.539  0.12
H  -1.128  -3.444  4.838  0.08
H  0.408  -3.099  5.789  0.15
C  -0.535  -0.665  6.835  0.06
H  -0.798  0.328  6.674  0.06
H  0.252  -0.921  7.022  -0.08
H  -1.170  -1.242  7.544  0.10
C  -2.668  -1.130  5.269  0.02
H  -3.107  -1.865  5.911  0.10
H  -2.854  -0.257  5.341  -0.01
H  -2.872  -1.659  4.232  0.13
C  1.453  0.658  0.232  -0.08
C  1.983  0.380  -0.994  -0.09
C  1.413  -0.453  -1.778  -0.38
O  1.246  -0.793  -3.064  -0.05
O  0.542  -1.421  -1.277  0.08
C  3.072  1.200  -1.818  0.05
H  3.706  1.529  -1.243  0.02
H  3.317  0.736  -2.677  0.09
C  2.253  2.402  -2.418  -0.39
O  2.397  3.657  -1.893  -0.11
N  1.622  2.216  -3.552  0.06
H  1.398  1.019  -3.856  0.23
C  0.542  3.211  -4.123  -0.08
H  0.977  3.851  -3.659  -0.01
C  -0.803  2.604  -4.158  -0.26
H  -0.884  1.714  -3.561  0.10
C  -1.214  2.102  -5.400  -0.24
N  -0.842  0.736  -6.208  -0.22
C  -1.207  -0.195  -5.258  -0.15
H  -1.155  -1.041  -5.800  0.05
H  -0.611  -0.342  -4.485  0.00
H  -2.242  -0.110  -4.563  0.17
C  0.432  0.840  -6.494  -0.16
H  0.635  1.735  -7.047  0.10
H  0.233  -0.059  -7.235  0.16
H  1.149  0.684  -6.007  -0.03
H  -1.219  2.934  -6.218  0.13
H  -2.532  2.145  -5.349  0.18
H  -1.549  3.428  -3.602  0.19
H  1.111  3.244  -5.127  0.15
C  2.461  1.667  1.144  0.07
H  3.269  1.162  1.607  0.08
H  2.674  2.621  0.369  0.14
H  1.655  2.134  1.628  0.04
H  -1.137  -3.045  0.034  0.15
H  -1.087  -4.456  2.880  0.20
H  -2.540  -3.556  1.754  0.07
H  -2.440  -3.138  3.362  0.03

---

(b)
DFT (ωB97M-V/def2-TZVPD) results for C24H32N2O4 in the gas phase.

Last column: Löwdin charge in e.
CARTESIAN COORDINATES (ANGSTROEM)
C  -2.040  5.698  0.022  -0.05
C  -0.895  5.351  0.925  -0.27
C  -0.105  4.251  0.656  0.01
C  0.971  3.896  1.478  -0.08
C  1.299  4.731  2.571  -0.25
C  0.482  5.828  2.850  0.00
C  -0.596  6.125  2.047  -0.02
H  -1.210  6.982  2.280  0.11
H  0.731  6.440  3.703  0.12
O  2.353  4.504  3.362  0.08
H  2.857  3.744  2.990  0.09
C  1.772  2.697  1.239  -0.28
O  2.895  2.548  1.724  0.07
C  1.201  1.616  0.405  -0.11
C  2.061  0.837  -0.327  0.03
N  1.641  -0.172  -1.098  0.01
C  0.294  -0.547  -1.200  -0.34
O  0.001  -1.493  -1.924  0.04
C  -0.619  0.244  -0.409  -0.01
C  -0.167  1.272  0.369  0.06
H  -0.890  1.794  0.980  0.13
C  -2.098  -0.021  -0.373  -0.46
O  -2.833  0.668  0.319  0.04
N  -2.525  -1.029  -1.145  0.09
H  -1.833  -1.563  -1.662  0.11
C  -3.903  -1.448  -1.192  -0.17
C  -4.106  -2.893  -0.731  -0.16
H  -3.471  -3.545  -1.337  0.11
H  -5.145  -3.154  -0.947  0.11
C  -3.836  -3.183  0.754  -0.42
C  -4.602  -2.233  1.672  -0.07
H  -4.510  -2.559  2.706  0.08
H  -4.204  -1.224  1.601  0.07
H  -5.658  -2.213  1.412  0.08
C  -2.348  -3.165  1.101  -0.07
H  -1.964  -2.149  1.114  0.06
H  -2.192  -3.593  2.089  0.08
H  -1.773  -3.745  0.382  0.08
H  -4.204  -4.202  0.934  0.13
H  -4.472  -0.755  -0.571  0.11
H  -4.260  -1.362  -2.226  0.12
C  2.614  -0.969  -1.823  -0.13
C  3.186  -2.067  -0.924  -0.15
H  2.384  -2.762  -0.664  0.13
C  4.337  -2.838  -1.578  -0.44
C  3.870  -3.609  -2.811  -0.07
H  3.043  -4.266  -2.554  0.09
H  4.683  -4.218  -3.201  0.08
H  3.545  -2.937  -3.600  0.07
C  4.949  -3.798  -0.559  -0.08
H  5.305  -3.258  0.315  0.08
H  5.788  -4.333  -0.997  0.08
H  4.209  -4.526  -0.236  0.08
H  5.107  -2.120  -1.884  0.14
H  3.546  -1.608  0.001  0.12
H  2.093  -1.411  -2.674  0.12
H  3.412  -0.313  -2.178  0.14
H  3.124  1.036  -0.311  0.15
H  -0.310  3.666  -0.228  0.12
H  -2.643  4.816  -0.182  0.08
H  -2.672  6.459  0.473  0.07
H  -1.670  6.078  -0.930  0.08

---

Sorted by energy, starting with the most stable: (b), (a).

---

(a)
DFT (ωB97M-V/def2-TZVPD) results for CH2FIS in the gas phase.

Last column: Löwdin charge in e.
CARTESIAN COORDINATES (ANGSTROEM)
C  -1.116  0.207  0.084  -1.09
F  -0.969  1.245  0.990  -0.19
S  -0.080  -1.225  0.699  0.63
I  -3.274  -0.009  -0.058  0.77
H  -0.658  0.458  -0.820  0.00
H  -1.283  -1.837  1.180  -0.11

---

(b)
DFT (ωB97M-V/def2-TZVPD) results for a 2-piece molecular cluster, CH2FIS overall.

Last column: Löwdin charge in e.
CARTESIAN COORDINATES (ANGSTROEM)
C  -1.912  -1.469  -1.210  -0.69
F  -1.722  -2.074  -2.403  -0.09
S  0.855  0.774  -0.319  0.32
I  -3.526  -0.178  -0.952  0.78
H  -1.690  -2.022  -0.318  0.01
H  -0.085  0.485  0.582  -0.32

---

Sorted by energy, starting with the most stable: (a), (b).

---

(a)
DFT (ωB97M-V/def2-TZVPD) results for a 2-piece molecular cluster, CHClF2O2S overall.

Last column: Löwdin charge in e.
CARTESIAN COORDINATES (ANGSTROEM)
C  -0.822  -1.032  0.620  -0.23
O  0.551  2.425  0.823  -0.46
O  1.522  0.919  -0.922  -0.89
F  -0.208  -1.968  -0.240  -0.04
F  -1.939  -0.671  0.066  0.09
S  0.997  1.079  0.549  0.87
Cl  0.561  0.772  -2.461  0.53
H  -0.662  -1.525  1.564  0.11

---

(b)
DFT (ωB97M-V/def2-TZVPD) results for a 2-piece molecular cluster, CHClF2O2S overall.

Last column: Löwdin charge in e.
CARTESIAN COORDINATES (ANGSTROEM)
C  -0.392  -0.062  -0.527  -0.57
O  -4.087  -2.040  -0.094  -0.56
O  -0.696  -1.179  0.107  0.13
F  -0.724  1.029  0.144  0.10
F  -1.065  0.127  -1.709  0.03
S  -3.249  -2.568  0.931  0.52
Cl  -3.098  -1.456  2.640  0.14
H  0.616  0.044  -1.045  0.20

---

Sorted by energy, starting with the most stable: (b), (a).

---

(a)
DFT (ωB97M-V/def2-TZVPD) results for C32H29CuIN5Se as an isolated structure.

Last column: Löwdin spin population.
CARTESIAN COORDINATES (ANGSTROEM)
Cu  -0.308  0.386  0.030  0.57
C  -1.485  -0.680  4.061  0.00
C  -0.295  -1.354  3.436  0.00
C  0.086  -2.628  3.862  0.00
C  1.246  -3.188  3.369  0.00
C  2.014  -2.459  2.476  0.00
C  1.552  -1.221  2.076  0.00
N  0.407  -0.684  2.520  0.01
C  2.341  -0.368  1.147  0.00
C  3.727  -0.392  1.117  0.00
C  4.394  0.506  0.305  0.00
C  3.673  1.434  -0.428  0.00
C  2.292  1.402  -0.358  0.00
N  1.657  0.488  0.386  0.02
C  1.408  2.395  -1.029  0.00
C  1.868  3.292  -1.965  0.00
C  0.966  4.191  -2.518  0.00
C  -0.341  4.184  -2.087  0.00
C  -0.749  3.259  -1.125  0.00
C  -2.148  3.299  -0.591  0.00
N  0.118  2.363  -0.638  0.06
H  -1.365  -0.658  5.145  0.00
H  -2.409  -1.222  3.847  0.00
H  -1.574  0.343  3.707  0.00
H  -0.515  -3.147  4.598  0.00
H  1.561  -4.174  3.686  0.00
H  2.928  -2.869  2.070  0.00
H  4.273  -1.073  1.754  0.00
H  5.476  0.511  0.272  0.00
H  4.182  2.177  -1.024  0.00
H  2.903  3.291  -2.276  0.00
H  1.293  4.899  -3.268  0.00
H  -1.058  4.896  -2.474  0.00
H  -2.438  4.332  -0.397  0.00
H  -2.232  2.723  0.325  0.00
H  -2.848  2.886  -1.319  0.00
I  -0.085  -0.044  -3.109  0.03
C  -2.175  0.087  -2.942  0.00
C  -2.849  0.130  -4.127  0.00
C  -4.259  0.137  -4.136  0.00
C  -4.938  0.069  -2.958  0.00
C  -4.252  0.018  -1.719  0.01
C  -4.992  -0.076  -0.513  -0.01
C  -4.353  -0.134  0.687  0.01
C  -2.942  -0.052  0.726  0.03
C  -2.177  0.064  -0.404  0.16
C  -2.825  0.056  -1.676  0.02
H  -2.308  0.141  -5.063  0.00
H  -4.786  0.175  -5.080  0.00
H  -6.022  0.049  -2.945  0.00
H  -6.074  -0.106  -0.569  0.00
H  -4.916  -0.217  1.609  0.00
H  -2.459  -0.058  1.695  0.01
C  1.954  -5.277  -1.219  0.00
N  0.848  -5.434  -0.291  0.00
C  0.451  -6.620  0.308  0.00
C  -0.625  -6.340  1.066  0.00
N  -0.879  -4.986  0.920  0.00
C  -1.958  -4.238  1.543  0.00
C  0.024  -4.428  0.084  0.01
Se  0.079  -2.677  -0.479  0.05
H  2.403  -6.253  -1.390  0.00
H  2.697  -4.595  -0.808  0.00
H  1.593  -4.864  -2.158  0.00
H  0.966  -7.549  0.138  0.00
H  -1.231  -6.976  1.687  0.00
H  -2.595  -4.932  2.086  0.00
H  -2.536  -3.720  0.780  0.00
H  -1.551  -3.494  2.228  0.00

Results
Expectation value of S² = 0.755
Spin multiplicity = 2
Net charge = +1

---

(b)
DFT (ωB97M-V/def2-TZVPD) results for C32H29CuIN5Se as an isolated structure.

Last column: Löwdin spin population.
CARTESIAN COORDINATES (ANGSTROEM)
Cu  -0.448  -0.386  1.698  0.60
C  -2.531  1.244  -0.809  0.00
C  -2.113  2.135  0.311  0.00
C  -2.357  3.507  0.231  0.00
C  -2.060  4.323  1.298  0.00
C  -1.582  3.746  2.466  0.00
C  -1.375  2.380  2.482  0.00
N  -1.570  1.593  1.409  0.05
C  -0.924  1.688  3.714  0.00
C  -1.063  2.224  4.988  0.00
C  -0.619  1.484  6.068  0.00
C  -0.030  0.248  5.862  0.00
C  0.075  -0.229  4.562  0.00
N  -0.401  0.476  3.536  0.02
C  0.717  -1.518  4.207  0.00
C  1.425  -2.245  5.148  0.00
C  2.011  -3.438  4.761  0.00
C  1.857  -3.857  3.458  0.00
C  1.138  -3.077  2.553  0.00
C  0.971  -3.563  1.149  0.00
N  0.589  -1.911  2.928  0.06
H  -1.770  0.499  -1.004  0.00
H  -3.465  0.742  -0.547  0.00
H  -2.674  1.827  -1.716  0.00
H  -2.764  3.913  -0.684  0.00
H  -2.213  5.391  1.235  0.00
H  -1.357  4.351  3.332  0.00
H  -1.531  3.188  5.126  0.00
H  -0.733  1.870  7.072  0.00
H  0.323  -0.330  6.701  0.00
H  1.532  -1.890  6.161  0.00
H  2.576  -4.027  5.470  0.00
H  2.287  -4.788  3.118  0.00
H  -0.073  -3.511  0.847  0.00
H  1.305  -4.595  1.071  0.00
H  1.546  -2.954  0.452  0.00
I  -2.658  -1.969  1.093  0.02
C  -1.772  -2.171  -0.799  0.00
C  -2.425  -2.900  -1.748  0.00
C  -1.829  -3.085  -3.015  0.00
C  -0.602  -2.554  -3.279  0.00
C  0.088  -1.794  -2.302  0.00
C  1.377  -1.265  -2.565  -0.01
C  2.032  -0.538  -1.618  0.01
C  1.422  -0.292  -0.367  0.03
C  0.181  -0.785  -0.061  0.16
C  -0.504  -1.566  -1.031  0.02
H  -3.387  -3.345  -1.539  0.00
H  -2.353  -3.665  -3.763  0.00
H  -0.130  -2.710  -4.241  0.00
H  1.826  -1.449  -3.535  0.00
H  3.017  -0.136  -1.823  0.00
H  1.970  0.310  0.352  0.01
C  3.322  2.653  -3.572  0.00
N  2.210  1.927  -4.154  0.00
C  2.253  1.172  -5.309  0.00
C  1.008  0.698  -5.518  0.00
N  0.217  1.168  -4.490  0.00
C  -1.197  0.908  -4.315  0.00
C  0.953  1.938  -3.654  0.00
Se  0.362  2.805  -2.148  0.00
H  4.250  2.221  -3.940  0.00
H  3.268  2.570  -2.489  0.00
H  3.272  3.707  -3.841  0.00
H  3.160  1.045  -5.872  0.00
H  0.614  0.074  -6.299  0.00
H  -1.506  0.171  -5.053  0.00
H  -1.765  1.828  -4.444  0.00
H  -1.372  0.517  -3.314  0.00

Results
Expectation value of S² = 0.754
Spin multiplicity = 2
Net charge = +1

---

Sorted by energy, starting with the most stable: (b), (a).

---

(a)
DFT (ωB97M-V/def2-TZVPD) results for a 2-piece molecular cluster, C2HBr2FO overall.

Last column: Löwdin charge in e.
CARTESIAN COORDINATES (ANGSTROEM)
C  -1.947  0.028  -0.144  -0.27
C  1.964  0.161  0.103  -1.07
O  -0.789  -0.267  -0.257  0.06
F  -2.347  1.234  0.308  0.06
Br  3.590  0.987  0.183  0.58
Br  2.341  -1.673  0.151  0.53
H  -2.813  -0.471  -0.344  0.11

---

(b)
DFT (ωB97M-V/def2-TZVPD) results for C2HBr2FO as an isolated structure.

Last column: Löwdin charge in e.
CARTESIAN COORDINATES (ANGSTROEM)
C  -0.449  -0.800  -0.633  -0.30
C  0.066  0.641  0.427  -1.25
O  -0.882  -0.660  -1.689  0.10
F  -0.364  1.762  -0.067  -0.03
Br  -0.156  0.468  2.280  0.73
Br  1.988  0.374  -0.123  0.63
H  -0.203  -1.785  -0.196  0.12

---

Sorted by energy, starting with the most stable: (b), (a).